{"formula": "C2H7N4O", "method": "the ωB97M-V functional and the def2-TZVPD basis", "symbols": ["C", "N", "N", "H", "H", "O", "C", "N", "H", "H", "H", "N", "H", "H"], "coordinates": [[-0.71, 0.33, 0.57], [-1.86, 0.97, -1.27], [-1.19, 0.04, -0.72], [1.91, -1.23, -1.08], [-1.36, -0.23, 1.26], [0.12, -0.49, -1.63], [0.95, -0.39, 0.57], [1.06, -0.85, -0.68], [1.71, -0.28, 2.53], [-0.59, 1.39, 0.80], [-1.70, 2.03, -1.45], [1.67, -0.75, 1.61], [2.57, -1.03, 1.44], [-2.60, 0.51, -1.97]], "lowdin_charge": [0.0086, 0.0388, -0.1757, 0.1824, 0.1320, -0.0567, -0.1389, 0.0541, 0.1623, 0.1141, 0.1844, 0.1988, 0.1001, 0.1957], "gap_ev": 9.72, "charge": 1, "e_above_lowest_kcal_mol": 141.4}

---

{"formula": "C35H34I2NO5SSe2SmTe", "method": "the ωB97M-V functional and the def2-TZVPD basis", "symbols": ["C", "H", "H", "H", "C", "H", "N", "C", "C", "H", "C", "H", "C", "C", "H", "H", "H", "C", "Sm", "H", "C", "I", "C", "C", "H", "H", "C", "Se", "I", "C", "H", "C", "C", "Se", "C", "C", "O", "C", "H", "O", "H", "H", "C", "C", "H", "C", "O", "H", "H", "C", "C", "H", "C", "H", "C", "C", "H", "C", "C", "H", "H", "H", "O", "H", "C", "H", "C", "H", "C", "S", "H", "Te", "C", "H", "C", "H", "H", "C", "H", "H", "C", "O"], "coordinates": [[3.37, -0.53, 0.14], [-1.86, -1.00, -2.26], [4.85, 3.28, -3.91], [1.71, 3.61, -3.72], [5.58, -1.43, 0.99], [3.60, 3.26, 4.60], [-0.89, 2.37, -0.08], [5.85, -3.77, 1.45], [3.08, 3.91, 3.86], [2.09, 7.28, 5.59], [2.28, 4.39, 1.57], [-1.03, -3.13, -3.21], [-2.71, 1.94, 1.46], [-2.10, 4.21, 0.82], [-1.57, 0.45, 0.38], [4.73, 2.92, -2.04], [2.27, -2.23, -0.39], [2.08, 5.26, 5.74], [1.37, 1.26, -0.10], [-8.49, -4.07, -0.88], [-1.64, -3.97, -2.71], [0.95, 0.25, 2.84], [4.24, 3.13, -3.00], [1.67, 2.60, -4.01], [-0.34, 2.59, -3.08], [-1.35, -3.20, -0.70], [-6.16, -5.06, 1.31], [0.30, 0.15, -2.94], [-2.50, 6.29, 1.09], [4.27, -1.67, 0.49], [1.65, 7.00, 3.66], [2.47, 5.08, 4.32], [-1.60, -0.06, -2.79], [2.98, 1.57, -2.98], [-2.19, -4.91, -3.57], [-5.25, -3.38, -0.20], [3.54, 0.66, 0.58], [-6.50, -3.26, -0.81], [-2.00, 0.85, -2.34], [2.25, -0.83, -0.45], [1.35, 6.28, 1.32], [7.46, -2.20, 1.65], [-3.09, -5.82, -3.01], [2.96, 3.51, 2.56], [4.13, -5.06, 0.92], [-1.18, 3.69, -0.08], [2.50, -3.20, -0.08], [-0.60, 4.33, -0.80], [-3.33, 1.26, 1.96], [-7.36, -5.02, 0.64], [0.26, 2.02, -3.85], [-3.67, -6.54, -3.60], [-7.50, -4.10, -0.42], [3.63, 4.01, -2.82], [6.39, -2.51, 1.39], [1.89, 5.98, 3.34], [-4.36, -2.77, -0.45], [-3.10, -5.96, -1.61], [4.55, -4.06, 0.98], [-1.92, -4.92, -4.65], [-0.21, 1.92, -4.86], [3.37, 2.51, 2.32], [2.05, 6.54, 6.20], [-1.93, -0.17, -3.89], [-1.73, -4.00, -1.32], [-3.75, -6.78, -1.22], [-2.93, 3.31, 1.54], [-3.59, 3.79, 2.29], [3.74, -2.98, 0.45], [2.09, 4.04, -0.08], [1.97, 2.56, -5.09], [-3.07, -5.01, 1.29], [1.83, 5.64, 2.04], [-6.74, -2.38, -1.40], [-5.07, -4.31, 0.81], [-8.07, -5.76, 1.05], [5.96, -0.40, 1.14], [-2.51, -5.04, -0.75], [6.42, -4.51, 2.05], [-6.07, -5.64, 2.21], [-1.74, 1.52, 0.54], [1.96, 4.39, 6.54]], "lowdin_charge": [-0.5738, 0.0148, 0.0458, 0.0448, -0.0063, 0.1407, -0.1154, -0.0991, -0.0455, 0.0897, -0.7055, 0.1148, -0.0344, -0.6476, 0.0980, 0.0139, 0.0361, -0.4968, 1.1096, 0.1050, -0.1213, 0.0281, -0.3295, -0.5389, 0.0651, 0.0891, -0.1697, 0.8175, 0.8489, -0.0691, 0.1113, -0.1327, -0.4185, 0.8418, -0.0910, -0.1468, -0.1955, -0.1019, 0.0103, -0.2752, 0.0849, 0.1259, -0.0831, -0.1106, 0.1061, -0.2265, 0.0263, 0.0895, 0.1049, -0.0868, -0.4310, 0.1065, -0.0995, -0.0068, -0.1165, -0.0336, 0.0948, -0.1533, 0.0182, 0.1165, 0.0822, 0.0771, 0.0937, 0.0612, -0.1500, 0.1081, -0.1054, 0.1023, -0.2240, 0.5305, 0.0852, 1.2678, -0.1628, 0.1086, -0.5145, 0.1124, 0.1246, -0.5729, 0.1159, 0.0899, -0.1944, 0.1276], "gap_ev": [6.56, 6.67], "charge": 0, "multiplicity": 6, "e_above_lowest_kcal_mol": 67.9}

---

{"formula": "C25H56N2O2P2SSn", "method": "the ωB97M-V functional and the def2-TZVPD basis", "symbols": ["H", "C", "H", "H", "C", "H", "H", "O", "H", "P", "H", "H", "H", "H", "H", "H", "C", "H", "C", "C", "C", "C", "H", "Sn", "C", "H", "C", "H", "C", "C", "H", "H", "H", "C", "H", "H", "H", "H", "H", "C", "H", "H", "H", "H", "C", "H", "C", "P", "C", "H", "H", "C", "H", "H", "C", "H", "S", "C", "H", "H", "C", "H", "H", "C", "O", "H", "H", "N", "H", "C", "H", "H", "H", "N", "C", "C", "H", "H", "H", "H", "C", "H", "H", "H", "H", "H", "H", "H", "H"], "coordinates": [[-1.29, -3.23, -4.01], [-0.07, -3.40, -2.21], [1.30, 5.35, -2.03], [-2.46, 0.21, 6.76], [-2.77, -3.14, -0.38], [2.88, -3.06, 1.88], [-2.97, -2.07, -0.52], [3.36, -0.45, -1.44], [-1.61, 1.56, 5.96], [0.04, 2.45, -1.90], [-0.18, -0.93, -5.93], [-1.61, -1.77, 1.87], [-1.83, 1.68, -5.10], [2.89, 4.85, -2.63], [1.96, -2.70, -2.69], [1.45, 4.52, -3.61], [-2.23, 0.67, 5.79], [-2.41, 5.37, -1.72], [-2.57, 0.24, -0.14], [-1.53, 4.84, -2.12], [1.73, 3.22, -1.85], [1.33, -3.59, -2.83], [1.73, 2.13, -4.49], [-0.12, 0.08, -0.67], [-0.99, -2.61, -3.16], [-3.17, 1.01, 5.34], [-1.53, -2.86, 1.81], [-2.42, -3.28, 2.30], [-1.08, 4.04, 0.19], [2.32, -0.51, 6.08], [2.35, 2.44, 0.12], [-0.32, 3.38, -4.06], [-1.75, 4.61, -3.17], [-0.32, 2.33, -3.72], [0.53, 0.72, 5.83], [0.45, 1.53, -5.56], [0.93, 0.57, -4.15], [2.01, -0.25, 3.43], [-3.60, -3.56, 0.20], [2.31, 3.38, -0.44], [-0.68, 5.53, -2.08], [1.85, -4.45, -2.37], [2.51, -0.10, 7.07], [2.11, -1.56, 1.32], [2.23, -0.55, -1.26], [-0.22, 4.72, 0.28], [1.32, -4.89, 0.54], [0.01, -2.63, -0.52], [-1.54, -0.33, 4.89], [1.21, -2.71, 2.32], [1.73, 4.10, 0.15], [1.83, 4.56, -2.58], [-1.97, 4.59, 0.53], [-0.66, -3.16, 2.41], [-1.71, 1.74, -4.01], [2.01, 1.41, 5.13], [0.51, 1.12, 1.68], [1.46, 0.47, 5.30], [-1.82, 0.72, -3.62], [2.34, 2.47, -2.38], [-1.45, -3.37, 0.37], [0.61, -5.07, 1.35], [-1.22, -4.45, 0.37], [-1.29, 3.60, -1.26], [-3.51, 0.75, 0.29], [-2.77, -3.64, -1.36], [-2.19, 2.96, -1.31], [1.15, -0.14, 3.97], [1.82, -1.48, 6.18], [0.14, 0.38, 3.20], [3.27, -0.67, 5.57], [-0.46, -1.75, -3.59], [0.99, -5.44, -0.35], [-1.11, 0.34, 3.65], [1.94, -2.63, 1.51], [0.77, 1.60, -4.51], [3.33, 3.76, -0.51], [-1.81, 0.77, 3.05], [1.25, -3.78, -3.91], [-0.51, -4.38, -1.99], [1.49, -3.39, 0.26], [-0.94, 3.19, 0.88], [-0.66, -0.79, 5.36], [2.29, -3.28, -0.50], [2.29, -5.30, 0.84], [-2.52, 2.36, -3.61], [-2.21, -1.16, 4.61], [-1.91, -2.22, -2.70], [-0.13, -1.65, -5.71]], "lowdin_charge": [0.1166, -0.4904, 0.0902, 0.1079, -0.0739, 0.1182, 0.0370, 0.2087, 0.0897, 1.0509, 0.0573, 0.0491, 0.1139, 0.1254, 0.0591, 0.0924, -0.0459, 0.1240, -0.0464, -0.0505, -0.5054, -0.0688, 0.0884, 0.8624, -0.1258, 0.0929, -0.0855, 0.1149, -0.0986, -0.0561, 0.0228, 0.1186, 0.0870, -0.5246, 0.1063, 0.1031, 0.0589, 0.1246, 0.1185, -0.0979, 0.0861, 0.0967, 0.1051, 0.0356, -0.0746, 0.0882, -0.0460, 1.0348, -0.1966, 0.0656, 0.0805, -0.0482, 0.1146, 0.0717, -0.0792, 0.1415, 0.7023, -0.2010, 0.0659, 0.1048, -0.4910, 0.0980, 0.1278, -0.5066, 0.1954, 0.0900, 0.0973, 0.0246, 0.0895, -0.6938, 0.0902, 0.0230, 0.0949, 0.0559, -0.0996, -0.0895, 0.1171, 0.1460, 0.1136, 0.1371, -0.5142, 0.0095, 0.1139, 0.1003, 0.1249, 0.0863, 0.1345, 0.0566, 0.0517], "gap_ev": 6.10, "charge": 4, "e_above_lowest_kcal_mol": 3.6}